Record 1
{"formula": "C2H6N2O", "method": "ωB97M-V/def2-TZVPD", "spin_multiplicity": 1, "e_tot_ev": -7197.3299, "smiles": "[H]/N=C/N.C=O", "lumo_ev": 0.641, "orbital_gap_ev": 10.741, "species": ["H", "N", "C", "N", "H", "H", "H", "C", "O", "H", "H"], "positions_angstrom": [[-0.9664, -0.5270, 2.6802], [-0.7672, 0.0385, 1.8561], [-1.5280, -0.3683, 0.9267], [-1.4583, 0.0844, -0.4212], [-2.2181, -1.1931, 1.1128], [-0.5633, -0.2814, -0.7535], [-1.1887, 1.0731, -0.4312], [2.1914, 0.2756, -1.2505], [1.3871, 1.0909, -0.8844], [3.2392, 0.3668, -0.9366], [1.8723, -0.5596, -1.8984]], "forces_ev_per_a": [[0.0, 0.3, 0.2], [-0.3, 0.0, -0.3], [0.5, -0.3, 0.4], [0.5, 0.5, 0.0], [-0.2, 0.0, -0.3], [-0.3, -0.4, -0.3], [-0.4, -0.1, 0.3], [-0.4, 0.4, 0.2], [0.1, -0.1, -0.1], [0.2, -0.2, -0.1], [0.3, -0.1, 0.0]], "mulliken_charge": [0.243, -0.548, 0.054, -0.672, 0.330, 0.258, 0.347, -0.101, -0.375, 0.250, 0.214]}

=====

Record 2
{"formula": "C24H57NOP2Si4V", "method": "ωB97M-V/def2-TZVPD", "spin_multiplicity": 2, "e_tot_ev": -105129.1466, "lumo_ev": [-0.609, 0.560], "orbital_gap_ev": [6.695, 7.861], "species": ["V", "P", "P", "N", "H", "C", "H", "H", "H", "C", "H", "H", "H", "C", "H", "H", "H", "C", "H", "H", "H", "C", "H", "H", "H", "C", "H", "H", "H", "C", "C", "C", "C", "C", "C", "H", "H", "H", "H", "H", "C", "O", "C", "H", "H", "H", "C", "H", "H", "H", "C", "Si", "C", "C", "Si", "Si", "C", "C", "C", "Si", "C", "C", "C", "H", "H", "H", "H", "H", "H", "H", "H", "H", "H", "H", "H", "H", "H", "H", "H", "H", "H", "H", "H", "H", "H", "H", "H", "H", "H", "H"], "positions_angstrom": [[0.0594, -0.7344, -0.8810], [2.4921, -1.0679, -1.5412], [-2.5765, -0.8876, -1.1748], [0.0035, 0.4809, -2.1696], [1.0511, -2.9106, 0.1651], [2.5109, -2.5533, -2.6039], [3.5454, -2.9119, -2.6961], [2.1240, -2.2897, -3.5959], [1.8766, -3.3436, -2.1861], [3.8819, -1.3408, -0.3982], [4.8249, -1.3552, -0.9642], [3.7553, -2.2976, 0.1241], [3.9140, -0.5366, 0.3467], [3.1807, 0.1768, -2.6939], [4.2412, -0.0439, -2.8811], [3.0917, 1.1873, -2.2799], [2.6373, 0.1438, -3.6472], [-2.9220, -2.2054, -2.4037], [-4.0041, -2.3820, -2.4750], [-2.4131, -3.1339, -2.1167], [-2.5202, -1.8849, -3.3730], [-3.7332, -1.3580, 0.1529], [-4.7456, -1.4340, -0.2711], [-3.7288, -0.6123, 0.9573], [-3.4392, -2.3327, 0.5625], [-3.4456, 0.5000, -1.9937], [-4.5290, 0.3110, -1.9720], [-3.1101, 0.5665, -3.0372], [-3.2247, 1.4497, -1.4928], [-0.0583, 1.0095, -3.4031], [-0.1104, 0.7014, -5.8277], [-0.1349, 0.1588, -4.5511], [-0.0167, 2.4289, -3.6028], [-0.0071, 2.9546, -4.8864], [-0.0468, 2.0943, -6.0025], [-0.1432, 0.0336, -6.6952], [-0.2049, -0.9193, -4.3834], [0.0173, 3.0731, -2.7204], [0.0314, 4.0427, -5.0111], [-0.0334, 2.5236, -7.0045], [0.0752, -3.4341, -0.0920], [-0.4656, -2.5860, -1.0809], [0.2824, -4.8317, -0.6810], [0.5384, -5.5388, 0.1202], [1.0764, -4.8738, -1.4286], [-0.6580, -5.1578, -1.1528], [-0.7924, -3.5223, 1.1504], [-1.8312, -3.7423, 0.8662], [-0.7668, -2.6153, 1.7711], [-0.4237, -4.3495, 1.7716], [-3.2711, 1.7858, 2.3568], [-1.7606, 0.8685, 3.0354], [-1.3531, 1.8866, 4.5848], [-2.2509, -0.8667, 3.6006], [-0.0191, 0.4920, 1.4529], [0.2820, 2.7053, 0.7737], [0.5344, 3.9034, 2.2153], [1.8050, 2.7518, -0.3424], [-1.2308, 3.2047, -0.2389], [1.7600, 0.1281, 2.9861], [1.5185, 0.4483, 4.8386], [2.0551, -1.7259, 2.8162], [3.3018, 1.1378, 2.5764], [-3.0243, 2.8149, 2.0653], [-3.7573, 1.2916, 1.5085], [-4.0080, 1.8555, 3.1739], [-2.2759, 2.3802, 4.9272], [-1.0031, 1.2482, 5.4053], [-0.6074, 2.6720, 4.4153], [-2.8418, -1.4028, 2.8468], [-2.8695, -0.7725, 4.5063], [-1.3800, -1.4869, 3.8542], [1.2613, 3.5402, 2.9554], [0.9202, 4.8470, 1.7983], [-0.4117, 4.1225, 2.7285], [1.5576, 2.3914, -1.3491], [2.1399, 3.7977, -0.4234], [2.6438, 2.1569, 0.0387], [-1.2496, 2.6803, -1.2036], [-2.1807, 3.0063, 0.2684], [-1.1741, 4.2864, -0.4366], [0.7386, -0.1883, 5.2760], [2.4669, 0.2024, 5.3430], [1.2862, 1.4948, 5.0716], [2.0637, -2.0660, 1.7733], [3.0261, -1.9777, 3.2678], [1.2759, -2.2897, 3.3478], [3.8523, 1.2852, 3.5189], [3.0853, 2.1306, 2.1642], [3.9692, 0.6105, 1.8859]], "forces_ev_per_a": [[-2.0, 0.8, -1.5], [-0.3, 0.1, -0.1], [0.4, 0.2, -0.3], [0.4, -1.6, 1.8], [-0.4, -1.1, 0.3], [0.2, -0.2, 0.0], [-0.2, 0.0, -0.1], [0.1, -0.1, 0.2], [0.3, 0.3, -0.1], [0.2, -0.1, 0.1], [-0.2, 0.0, 0.2], [0.0, 0.2, -0.1], [0.0, -0.3, -0.2], [0.1, 0.1, 0.0], [-0.2, 0.0, 0.0], [0.0, -0.2, -0.1], [0.1, 0.0, 0.3], [0.0, -0.2, 0.0], [0.2, 0.1, -0.1], [-0.2, 0.4, 0.0], [-0.2, -0.1, 0.1], [-0.2, 0.0, 0.1], [0.2, 0.0, 0.2], [0.0, -0.3, -0.2], [-0.1, 0.3, -0.1], [-0.2, 0.1, 0.1], [0.2, 0.2, -0.1], [0.0, 0.0, 0.3], [-0.1, -0.2, -0.1], [-0.2, 0.5, -1.1], [0.0, 0.3, 0.0], [0.0, 0.5, 0.4], [0.1, -0.7, 0.1], [-0.1, -0.3, -0.2], [0.0, 0.1, 0.3], [0.0, 0.3, 0.3], [0.1, 0.3, -0.1], [0.0, -0.2, -0.4], [0.0, -0.5, -0.1], [0.0, -0.2, 0.2], [1.0, 0.7, -0.6], [0.4, 0.6, 0.4], [0.0, -0.1, 0.3], [0.0, 0.1, -0.3], [-0.2, 0.0, 0.0], [0.3, 0.1, 0.2], [0.0, -0.1, 0.4], [0.3, 0.0, 0.1], [-0.1, -0.1, -0.4], [-0.2, 0.2, 0.0], [-0.3, -0.1, 0.2], [0.2, -0.3, -0.5], [0.0, 0.0, 0.2], [-0.5, 0.1, 0.4], [0.0, 0.5, 0.4], [0.0, -0.9, 0.1], [0.0, 0.3, -0.2], [0.1, 0.6, -0.2], [0.1, 0.5, -0.2], [-0.6, 0.0, -0.3], [0.0, -0.1, 0.1], [0.6, -0.2, 0.2], [0.4, 0.0, 0.2], [0.0, -0.2, 0.1], [0.1, 0.2, 0.1], [0.1, 0.0, -0.2], [0.2, -0.1, -0.1], [-0.1, 0.2, -0.2], [-0.1, -0.2, 0.1], [0.2, 0.1, 0.1], [0.1, -0.2, -0.1], [-0.1, 0.2, -0.1], [-0.2, 0.0, -0.2], [-0.1, -0.1, 0.2], [0.2, 0.0, -0.1], [0.0, 0.1, 0.3], [0.1, -0.2, -0.1], [-0.2, 0.1, 0.0], [0.0, 0.1, 0.4], [0.3, 0.0, -0.1], [-0.2, -0.1, -0.1], [0.1, 0.2, -0.1], [-0.2, 0.0, -0.1], [0.1, -0.3, -0.1], [0.0, 0.2, 0.2], [-0.2, -0.2, 0.0], [0.1, 0.1, -0.1], [0.0, 0.0, -0.3], [0.0, -0.3, 0.1], [0.0, 0.2, 0.1]], "mulliken_charge": [0.935, 1.126, 1.362, -0.173, -0.938, -0.792, 0.460, 0.347, -0.294, -0.970, 0.531, 0.400, -0.206, -1.220, 0.496, 0.256, 0.320, -1.385, 0.439, 0.194, 0.295, -0.866, 0.523, -0.176, 0.186, -1.315, 0.489, 0.334, 0.184, -0.739, -0.769, 0.202, 0.266, -0.979, -0.483, 0.382, 0.317, 0.222, 0.397, 0.371, 1.637, -0.504, -1.611, 0.397, 0.331, 0.261, -1.104, 0.193, -0.225, 0.575, -1.349, 1.015, -1.303, -1.127, 0.172, 0.178, -1.224, -0.359, -0.487, 0.747, -1.259, -0.686, -1.141, 0.349, 0.275, 0.502, 0.436, 0.418, 0.237, 0.222, 0.484, 0.273, 0.277, 0.424, 0.284, -0.478, 0.550, 0.212, -0.396, 0.149, 0.488, 0.241, 0.430, 0.339, -0.332, 0.450, 0.266, 0.461, 0.155, 0.427]}

=====

Record 3
{"formula": "C26H54N6O10", "method": "ωB97M-V/def2-TZVPD", "spin_multiplicity": 1, "e_tot_ev": -57253.4550, "smiles": "O=C1CCCO1.O=C1CCCO1.CNC(C)=O.CNC(C)=O.CNC(C)=O.CNC(C)=O.CNC(C)=O.CNC(C)=O", "lumo_ev": -0.045, "orbital_gap_ev": 9.459, "species": ["O", "C", "C", "C", "C", "O", "H", "H", "H", "H", "H", "H", "O", "C", "C", "C", "C", "O", "H", "H", "H", "H", "H", "H", "C", "N", "C", "C", "O", "H", "H", "H", "H", "H", "H", "H", "C", "N", "C", "C", "O", "H", "H", "H", "H", "H", "H", "H", "C", "N", "C", "C", "O", "H", "H", "H", "H", "H", "H", "H", "C", "N", "C", "C", "O", "H", "H", "H", "H", "H", "H", "H", "C", "N", "C", "C", "O", "H", "H", "H", "H", "H", "H", "H", "C", "N", "C", "C", "O", "H", "H", "H", "H", "H", "H", "H"], "positions_angstrom": [[0.3344, -0.0656, 1.9528], [0.0994, 1.0997, 1.4470], [-0.9063, 1.5048, 0.3610], [-0.1703, 2.6320, -0.3415], [0.6411, 3.2186, 0.7958], [0.8519, 2.1914, 1.7367], [-1.1517, 0.6223, -0.2298], [-1.8443, 1.8133, 0.8226], [0.5191, 2.2935, -1.1150], [-0.7170, 3.3686, -0.9301], [1.5485, 3.5312, 0.2792], [0.0621, 4.0570, 1.1830], [1.7448, -6.6366, 8.3339], [1.3798, -6.8188, 7.2030], [2.1996, -7.3053, 6.0472], [1.3183, -7.0055, 4.8677], [-0.0351, -6.9299, 5.3637], [0.1112, -6.5155, 6.7203], [3.1192, -6.7207, 6.0188], [2.3172, -8.3552, 6.3152], [1.6674, -6.1156, 4.3439], [1.3485, -7.7653, 4.0868], [-0.6522, -6.1860, 4.8599], [-0.6688, -7.8111, 5.2634], [-7.4369, -3.5506, -2.0649], [-7.1251, -3.1043, -0.7036], [-5.8942, -3.2501, -0.2353], [-5.8056, -3.2454, 1.2856], [-4.8746, -3.5753, -0.8366], [-8.3892, -3.1147, -2.3670], [-7.7342, -4.5970, -2.1336], [-6.5891, -3.4548, -2.7432], [-7.9073, -2.9317, -0.0884], [-6.4706, -2.5117, 1.7412], [-4.7780, -3.0170, 1.5684], [-6.1110, -4.2420, 1.6043], [4.6377, -1.7742, 7.9592], [5.0841, -1.8711, 6.5972], [6.3687, -2.0360, 6.1638], [6.4538, -2.3405, 4.6200], [7.3601, -2.1753, 6.9055], [4.9923, -0.8777, 8.4677], [4.9519, -2.6541, 8.5206], [3.5532, -1.7449, 8.0645], [4.3834, -2.0083, 5.8828], [6.4895, -1.3723, 4.1205], [5.5771, -2.8562, 4.2284], [7.3703, -2.9144, 4.4829], [-5.1168, 1.7888, -4.2732], [-6.2939, 1.6061, -3.4354], [-7.2949, 2.5149, -3.2922], [-8.2324, 2.2709, -2.0903], [-7.4563, 3.4471, -4.0807], [-4.9116, 2.8417, -4.4667], [-5.2980, 1.3912, -5.2718], [-4.2255, 1.2806, -3.9051], [-6.2877, 0.8573, -2.7577], [-9.1546, 1.8153, -2.4513], [-8.4925, 3.2445, -1.6749], [-7.8259, 1.6507, -1.2914], [-0.3538, 9.2661, -0.8381], [-1.5062, 8.7651, -1.5936], [-2.7343, 8.7143, -1.1538], [-3.8530, 8.0483, -2.0254], [-3.0764, 9.2944, -0.1486], [-0.0864, 10.2633, -1.1876], [0.5530, 8.6768, -0.9743], [-0.5393, 9.4474, 0.2206], [-1.4177, 8.3705, -2.5191], [-3.4434, 7.8803, -3.0214], [-4.6871, 8.7381, -2.1537], [-4.1809, 7.0932, -1.6150], [7.2954, -1.4674, -2.0125], [7.4707, -0.1646, -1.4947], [6.7549, 0.9060, -1.7914], [7.3062, 2.1172, -1.1004], [5.8127, 0.8979, -2.6065], [6.3670, -1.4810, -2.5833], [7.2296, -2.0835, -1.1157], [8.1329, -1.7849, -2.6337], [8.2045, -0.0451, -0.8111], [6.8276, 2.3021, -0.1387], [6.9944, 2.9642, -1.7115], [8.3905, 2.0190, -1.0465], [1.2397, -2.0815, -4.5681], [1.6509, -0.9514, -5.3292], [1.1016, -0.6471, -6.5030], [1.8728, 0.3416, -7.3302], [0.0111, -1.0992, -6.9575], [1.4630, -2.0710, -3.5012], [1.7749, -2.9338, -4.9867], [0.1666, -2.2723, -4.5819], [2.4459, -0.4478, -4.9623], [2.6295, 0.8606, -6.7419], [1.2042, 1.1058, -7.7267], [2.3464, -0.1326, -8.1899]], "forces_ev_per_a": [[-1.3, 5.8, -2.2], [1.1, -4.5, 1.5], [0.0, -1.0, 0.0], [0.0, -0.4, -0.8], [-0.6, 1.0, -1.6], [0.2, -0.9, 0.4], [0.1, 0.1, -0.1], [0.1, 0.2, 0.2], [0.1, -0.8, 0.2], [-0.6, 0.1, 0.7], [0.4, 0.3, 1.1], [0.5, 0.0, 0.7], [-0.8, -0.2, -0.8], [-0.5, 1.2, 0.2], [-0.2, 0.2, 0.6], [2.0, -1.2, -2.6], [-2.3, 1.2, 0.7], [0.2, -0.3, 1.5], [0.2, -0.6, 0.2], [0.6, -0.2, -0.6], [-0.2, 0.3, 0.3], [0.3, -0.2, 0.0], [0.2, 0.4, 0.0], [0.5, -0.6, 0.5], [-0.9, -0.4, 0.1], [-1.0, -0.2, -2.1], [2.1, -1.2, 2.3], [-0.1, 0.7, -0.2], [-1.1, 0.5, -0.8], [0.5, 0.8, -0.4], [0.5, -0.5, 0.6], [-0.3, 0.6, 0.1], [0.4, -0.1, 0.0], [-0.1, 0.0, 0.1], [-0.2, -0.2, 0.1], [0.2, 0.0, 0.2], [0.1, -0.2, 0.9], [-0.1, 0.3, -0.9], [0.9, -2.2, 0.4], [0.1, 0.9, 1.4], [-1.9, 0.9, -1.3], [0.3, 0.0, -0.1], [0.2, 0.1, 0.1], [0.0, 0.0, -0.6], [0.1, 0.2, 0.2], [0.3, -0.1, -0.2], [0.1, -0.2, 0.2], [-0.2, 0.2, -0.2], [-0.4, 0.0, -1.1], [0.4, -0.2, 0.8], [-0.3, 0.6, -0.5], [0.1, 0.3, -0.6], [0.2, -0.8, 1.0], [-0.1, 0.1, 0.5], [-0.1, -0.2, -0.1], [-0.3, 0.1, 0.4], [0.2, 0.2, -0.2], [0.0, 0.0, 0.0], [0.0, 0.0, -0.1], [0.2, 0.0, -0.2], [0.1, 1.0, -0.5], [2.3, -1.0, -1.2], [-3.6, 0.6, 0.5], [1.6, 0.4, -0.3], [-0.2, 0.1, 1.4], [0.0, 0.1, -0.3], [-0.3, -0.4, 0.0], [-0.5, -0.7, -0.1], [0.8, 0.1, 0.2], [-0.1, -0.3, -0.2], [0.1, -0.1, 0.4], [0.0, 0.2, 0.1], [-0.5, -0.7, 0.2], [1.3, -0.1, 0.7], [-1.4, 0.5, -1.5], [-0.9, 0.9, -0.5], [1.1, 0.1, 1.3], [0.1, -0.2, 0.1], [-0.2, -0.7, -0.4], [0.0, 0.0, 0.0], [-0.2, 0.0, -0.2], [0.3, -0.3, 0.2], [0.4, 0.1, 0.0], [-0.1, 0.4, 0.3], [-0.4, -1.5, 0.5], [0.1, 0.3, 1.2], [-2.6, 0.0, -2.3], [0.2, 0.7, 0.0], [2.6, 0.4, 1.5], [0.4, 0.7, -0.1], [-0.3, -0.5, 0.2], [0.0, 0.2, -0.6], [-0.1, 0.0, -0.6], [0.2, -0.1, -0.1], [-0.1, -0.2, 0.0], [0.0, -0.2, 0.1]], "mulliken_charge": [-0.625, 0.561, -0.444, -0.582, -0.342, -0.317, 0.303, 0.238, 0.220, 0.399, 0.293, 0.295, -0.562, 0.441, -0.270, -0.457, -0.351, -0.375, 0.269, 0.250, 0.246, 0.291, 0.273, 0.244, -0.902, -0.207, 0.718, -1.053, -0.643, 0.309, 0.345, 0.303, 0.227, 0.351, 0.296, 0.257, -0.872, -0.171, 0.647, -0.999, -0.630, 0.272, 0.292, 0.346, 0.242, 0.265, 0.324, 0.284, -0.900, -0.111, 0.619, -0.961, -0.629, 0.305, 0.286, 0.332, 0.195, 0.251, 0.289, 0.324, -0.866, -0.200, 0.710, -0.941, -0.635, 0.305, 0.304, 0.322, 0.191, 0.306, 0.269, 0.237, -0.797, -0.197, 0.786, -1.039, -0.692, 0.288, 0.293, 0.261, 0.218, 0.245, 0.307, 0.328, -0.899, -0.154, 0.653, -0.897, -0.655, 0.331, 0.304, 0.296, 0.231, 0.283, 0.278, 0.228]}